Below is C9H13NO6 as an isolated structure in a non-equilibrium geometry, with properties calculated with the ωB97M-V functional and the def2-TZVPD basis.

CARTESIAN COORDINATES (ANGSTROEM)
N 3.73 2.42 -1.81
O -1.31 2.01 -1.32
O 3.63 3.70 -1.91
C -0.89 -0.37 2.85
C -0.72 0.04 1.42
C -1.11 3.37 -1.59
C 0.33 3.20 -1.48
C -0.04 1.90 -1.00
C 0.74 -1.66 0.32
C -0.73 -1.16 0.39
C -1.84 -2.14 0.58
O -0.82 -0.72 -0.99
O 1.65 -0.90 0.57
O -0.56 1.19 1.05
C 0.92 -3.02 -0.26
O 4.89 1.92 -1.80
H -1.96 -0.55 3.05
H -0.31 -1.27 3.12
H -0.57 0.46 3.49
H -1.95 4.02 -1.51
H 1.28 3.61 -1.74
H 0.60 1.05 -0.96
H -1.72 -2.77 1.47
H -2.76 -1.54 0.65
H -1.91 -2.73 -0.34
H -1.45 0.02 -1.02
H 0.46 -3.06 -1.26
H 1.98 -3.25 -0.35
H 0.45 -3.78 0.37

Energy above the lowest of the compared OMol25 structures with the same formula, charge and spin (kJ/mol): 481.96
HOMO-LUMO gap (alpha / beta) (Ha): 0.272 / 0.144
2S+1: 1
Electronic energy (hartree): -856.5892
LUMO energy (alpha / beta) (Eh): -0.029 / -0.118
HOMO level (alpha / beta) (eV): -8.2 / -7.1